[1]
Below is 2 unconnected molecules or ions with the total composition C3H3N3O in a non-equilibrium geometry, with properties calculated with ωB97M-V/def2-TZVPD.

ORCA input file:
```
! RIJCOSX wB97M-V def2-TZVPD def2/J DEFGRID3
* xyz 0 1
N -0.20 -0.25 2.05
C 0.43 0.35 1.22
C 1.09 0.85 0.18
C 0.39 0.77 -1.10
O -0.76 0.40 -1.22
H -0.97 0.18 2.56
H 2.08 1.29 0.28
H 0.98 1.07 -1.99
N -1.82 -2.21 -0.56
N -1.18 -2.45 -1.42
*
```

## Properties
E_tot = -9676.607 eV
ΔE to the lowest compared entry with this formula, charge and spin = 19.5 kcal/mol
SMILES = N=C=CC=O.N#N
frontier orbital gap = 10.2 eV

List of Löwdin charges in e, atom by atom: N 0.201; C -0.159; C -0.066; C -0.302; O -0.030; H 0.096; H 0.099; H 0.117; N 0.021; N 0.022

[2]
Below is 2 unconnected molecules or ions with the total composition C3H3N3O in a non-equilibrium geometry, with properties calculated with ωB97M-V/def2-TZVPD.

ORCA input file:
```
! RIJCOSX wB97M-V def2-TZVPD def2/J DEFGRID3
* xyz 0 1
O 2.89 -0.14 0.20
C 1.80 -0.62 0.37
N 0.73 -0.35 -0.49
C -0.91 2.07 -0.60
N -1.98 1.79 -0.28
C -1.41 -1.29 0.15
N -0.36 -0.88 -0.10
H 1.56 -1.30 1.21
H 0.09 2.30 -0.90
H -2.40 -1.57 0.43
*
```

## Properties
E_tot = -9673.583 eV
ΔE to the lowest compared entry with this formula, charge and spin = 89.3 kcal/mol
frontier orbital gap = 10.4 eV

List of Löwdin charges in e, atom by atom: O 0.022; C -0.375; N 0.043; C -0.098; N 0.049; C 0.187; N -0.097; H 0.121; H 0.055; H 0.092

[3]
Below is 2 unconnected molecules or ions with the total composition C3H3N3O in a non-equilibrium geometry, with properties calculated with ωB97M-V/def2-TZVPD.

ORCA input file:
```
! RIJCOSX wB97M-V def2-TZVPD def2/J DEFGRID3
* xyz 0 1
N 2.17 0.07 0.24
C 1.06 -0.44 0.18
C -0.11 -1.05 0.25
C -1.42 -0.43 0.53
O -2.38 -1.05 0.92
H 2.58 0.48 -0.60
H -0.10 -2.13 0.12
H -1.51 0.65 0.31
N 0.36 1.86 -1.21
N -0.57 2.25 -0.79
*
```

## Properties
E_tot = -9676.419 eV
ΔE to the lowest compared entry with this formula, charge and spin = 23.9 kcal/mol
SMILES = N=C=CC=O.N#N
frontier orbital gap = 10.1 eV

List of Löwdin charges in e, atom by atom: N 0.161; C -0.210; C -0.065; C -0.301; O 0.030; H 0.077; H 0.116; H 0.063; N 0.061; N 0.069

[4]
Below is a molecular structure, C3H3N3O in a non-equilibrium geometry, with properties calculated with ωB97M-V/def2-TZVPD.

ORCA input file:
```
! RIJCOSX wB97M-V def2-TZVPD def2/J DEFGRID3
* xyz 0 1
C 1.13 0.28 0.96
C 0.31 0.28 -0.88
C -0.03 -0.41 0.19
H 1.85 -0.46 1.48
H 0.99 1.23 1.65
H -2.05 -1.42 0.26
N -0.69 0.55 -1.85
N -1.73 -0.15 -1.33
N -1.35 -0.68 -0.10
O 1.58 0.78 -0.39
*
```

## Properties
E_tot = -9672.457 eV
ΔE to the lowest compared entry with this formula, charge and spin = 115.2 kcal/mol
frontier orbital gap = 9.9 eV

List of Löwdin charges in e, atom by atom: C -0.046; C -0.298; C -0.168; H 0.126; H 0.158; H 0.182; N 0.089; N -0.002; N 0.008; O -0.049

[5]
Below is C3H3N3O in the gas phase, with properties calculated with ωB97M-V/def2-TZVPD.

ORCA input file:
```
! RIJCOSX wB97M-V def2-TZVPD def2/J DEFGRID3
* xyz 0 1
N 2.13 0.20 0.96
C 1.35 0.80 0.22
N 0.51 1.35 -0.49
N -0.08 0.47 -1.39
C -0.90 -0.37 -0.90
C -1.46 -0.41 0.50
O -1.51 0.53 1.24
H 3.09 0.14 0.65
H -1.25 -1.13 -1.59
H -1.91 -1.38 0.78
*
```

## Properties
E_tot = -9674.204 eV
ΔE to the lowest compared entry with this formula, charge and spin = 75.0 kcal/mol
SMILES = N=C=N/N=C\C=O
frontier orbital gap = 9.0 eV

List of Löwdin charges in e, atom by atom: N 0.172; C -0.286; N 0.058; N 0.047; C -0.118; C -0.235; O 0.066; H 0.078; H 0.104; H 0.114

[6]
Below is 2 unconnected molecules or ions with the total composition C3H3N3O in a non-equilibrium geometry, with properties calculated with ωB97M-V/def2-TZVPD.

ORCA input file:
```
! RIJCOSX wB97M-V def2-TZVPD def2/J DEFGRID3
* xyz 0 1
N -1.30 0.40 2.14
C -0.76 0.52 1.07
C -0.17 0.71 -0.10
C 1.30 0.66 -0.21
O 2.07 0.78 0.71
H -1.53 -0.54 2.46
H -0.78 0.82 -0.99
H 1.67 0.48 -1.24
N 0.13 -2.13 -1.36
N -0.58 -2.42 -2.16
*
```

## Properties
E_tot = -9676.582 eV
ΔE to the lowest compared entry with this formula, charge and spin = 20.1 kcal/mol
SMILES = N=C=CC=O.N#N
frontier orbital gap = 10.2 eV

List of Löwdin charges in e, atom by atom: N 0.185; C -0.153; C -0.105; C -0.326; O 0.031; H 0.093; H 0.099; H 0.108; N 0.033; N 0.036

[7]
Below is a gas-phase ion, C3H3N3O2 (charge -2) in a non-equilibrium geometry, with properties calculated with ωB97M-V/def2-TZVPD.

ORCA input file:
```
! RIJCOSX wB97M-V def2-TZVPD def2/J DEFGRID3
* xyz -2 1
O -2.00 0.07 -1.07
N -2.12 0.29 0.26
C -1.10 -0.42 1.17
N -0.11 -1.00 0.35
C 0.12 -0.10 -0.54
N 0.03 1.19 -0.09
C -1.15 1.07 0.88
O -1.44 1.94 1.70
H -1.35 -1.00 1.99
H 0.82 -0.20 -1.29
H -0.21 1.82 -0.77
*
```

## Properties
E_tot = -11717.868 eV
ΔE to the lowest compared entry with this formula, charge and spin = 26.7 kcal/mol
SMILES = [O-]N1[C@H]2N=CN[C@]21[O-]
frontier orbital gap = 5.3 eV

List of Löwdin charges in e, atom by atom: O -0.355; N -0.154; C -0.263; N -0.019; C -0.410; N 0.076; C -0.827; O -0.203; H 0.057; H 0.051; H 0.046

[8]
Below is C3H3N3O2 in the gas phase in a non-equilibrium geometry, with properties calculated with ωB97M-V/def2-TZVPD.

ORCA input file:
```
! RIJCOSX wB97M-V def2-TZVPD def2/J DEFGRID3
* xyz 0 1
N -1.78 -0.35 -0.08
C -0.61 -0.03 0.45
O -0.15 -0.38 1.65
N 1.02 -0.34 1.78
N 1.70 -0.01 0.71
C 0.55 0.51 -0.18
C 0.54 0.43 -1.79
O -0.62 0.23 -2.27
H -2.07 -0.03 -1.10
H -2.59 -0.10 0.62
H 1.43 0.77 -2.30
*
```

## Properties
E_tot = -11719.633 eV
ΔE to the lowest compared entry with this formula, charge and spin = 145.8 kcal/mol
SMILES = Nc1onnc1C=O
frontier orbital gap = 9.2 eV

List of Löwdin charges in e, atom by atom: N 0.131; C -0.369; O 0.037; N -0.104; N 0.098; C -0.078; C -0.080; O -0.065; H 0.161; H 0.165; H 0.105

[9]
Below is C3H3N3O2 in the gas phase in a non-equilibrium geometry, with properties calculated with ωB97M-V/def2-TZVPD.

ORCA input file:
```
! RIJCOSX wB97M-V def2-TZVPD def2/J DEFGRID3
* xyz 0 1
O -3.06 -0.19 0.19
N -1.74 -0.52 -0.10
C -0.98 0.53 -0.08
C 0.41 0.18 -0.02
N 1.38 0.97 0.03
C 2.47 0.15 0.12
N 2.18 -1.11 0.07
O 0.77 -1.12 -0.03
H -3.45 -1.05 -0.08
H -1.45 1.55 -0.04
H 3.47 0.59 -0.05
*
```

## Properties
E_tot = -11721.406 eV
ΔE to the lowest compared entry with this formula, charge and spin = 105.0 kcal/mol
SMILES = O/N=C/c1ncno1
frontier orbital gap = 9.9 eV

List of Löwdin charges in e, atom by atom: O -0.044; N 0.013; C -0.042; C -0.408; N 0.146; C -0.196; N 0.109; O 0.020; H 0.116; H 0.153; H 0.133

[10]
Below is C3H3N3O2 in the gas phase in a non-equilibrium geometry, with properties calculated with ωB97M-V/def2-TZVPD.

ORCA input file:
```
! RIJCOSX wB97M-V def2-TZVPD def2/J DEFGRID3
* xyz 0 1
O -0.76 0.73 2.62
C -0.46 0.47 1.44
C 0.41 -0.83 1.18
N 0.27 -1.14 -0.14
C -0.21 0.24 -0.76
N 0.16 0.50 -2.06
O 0.50 -0.67 -2.66
N -0.30 1.24 0.28
H 0.64 -1.32 2.15
H 0.95 -1.23 -2.05
H -1.19 2.01 0.00
*
```

## Properties
E_tot = -11720.080 eV
ΔE to the lowest compared entry with this formula, charge and spin = 135.5 kcal/mol
SMILES = O=C1C=N/C(=N\O)N1
frontier orbital gap = 8.5 eV

List of Löwdin charges in e, atom by atom: O 0.059; C -0.444; C 0.026; N 0.113; C -0.266; N 0.042; O -0.068; N 0.101; H 0.129; H 0.047; H 0.261

[11]
Below is C3H3N3O2 in the gas phase in a non-equilibrium geometry, with properties calculated with ωB97M-V/def2-TZVPD.

ORCA input file:
```
! RIJCOSX wB97M-V def2-TZVPD def2/J DEFGRID3
* xyz 0 1
O 2.72 0.28 -0.31
C 1.84 -0.49 -0.07
C 0.54 -0.26 0.22
N -0.25 -1.28 0.01
N -1.53 -1.14 0.06
C -1.90 0.05 -0.22
O -1.12 1.12 -0.43
N 0.00 1.10 0.75
H 2.19 -1.64 0.23
H -3.03 0.39 -0.24
H 0.54 1.86 0.00
*
```

## Properties
E_tot = -11718.576 eV
ΔE to the lowest compared entry with this formula, charge and spin = 170.2 kcal/mol
SMILES = O=CC1=NN=CON1
frontier orbital gap = 8.9 eV

List of Löwdin charges in e, atom by atom: O 0.079; C -0.301; C -0.300; N 0.075; N 0.037; C -0.232; O -0.103; N 0.184; H 0.177; H 0.168; H 0.216

[12]
Below is 2 unconnected molecules or ions with the total composition C3H3N3O2 in a non-equilibrium geometry, with properties calculated with ωB97M-V/def2-TZVPD.

ORCA input file:
```
! RIJCOSX wB97M-V def2-TZVPD def2/J DEFGRID3
* xyz 0 1
C 0.40 -0.49 -0.19
C -1.73 -0.92 -0.07
C -0.49 0.81 -0.13
H 3.49 -0.29 0.74
H -2.43 -1.63 0.09
H -1.01 2.58 0.09
N 1.60 -0.88 -0.02
N -1.69 0.30 0.14
N -0.11 2.01 -0.25
O 2.52 0.08 -0.13
O -0.54 -1.57 -0.27
*
```

## Properties
E_tot = -11719.575 eV
ΔE to the lowest compared entry with this formula, charge and spin = 147.2 kcal/mol
frontier orbital gap = 9.1 eV

List of Löwdin charges in e, atom by atom: C -0.175; C -0.146; C -0.421; H 0.313; H 0.118; H 0.125; N -0.018; N 0.128; N 0.159; O -0.130; O 0.048

HOMO level, record by record: -9.620, -9.689, -9.701, -9.453, -9.546, -9.659, 2.359, -9.365, -9.996, -9.650, -10.270, -9.509 eV